Entry from OMol25: 12 unconnected molecules or ions with the total composition C65H152N8O18 in a non-equilibrium geometry (ωB97M-V/def2-TZVPD).

```
! wB97M-V def2-TZVPD RIJCOSX def2/J DEFGRID3
* xyz 4 1
H 2.11 4.26 1.66
H -0.62 -11.24 -7.05
H 3.12 2.69 7.11
N -2.87 -3.22 0.68
H 9.54 -1.52 5.38
O 0.43 0.76 6.17
C -1.58 -5.55 -1.98
C -1.44 -9.40 -6.40
H -4.56 -5.50 2.71
C 5.53 7.79 -2.43
C 4.80 -2.21 8.33
H 6.88 -2.97 -0.53
H -11.93 3.36 -0.24
H 1.80 -7.80 -4.32
C 3.86 4.75 -1.15
H -0.83 -0.21 -6.35
O -15.40 2.29 1.07
C 8.67 -2.42 2.42
H 7.78 -0.81 5.19
H -1.52 -7.49 -0.91
C -0.25 -7.64 -5.18
O -2.18 -1.67 -5.55
C 11.16 -1.24 3.96
H -0.61 -7.24 -6.17
H -4.54 0.81 0.98
H -2.45 -8.85 -6.28
H 5.21 1.46 0.66
C 5.04 1.49 2.75
C -1.51 -10.94 -6.55
H 3.53 -9.38 -5.98
O -1.40 -4.37 -1.57
H -3.14 -1.96 2.32
H 0.02 -6.82 -1.40
H 8.50 9.07 -3.73
C 1.30 3.68 2.11
O 4.08 2.12 3.37
C 2.64 1.74 6.85
H 5.60 4.58 -2.52
H 6.91 9.40 -1.78
C -2.30 -2.35 1.68
N -4.12 -1.62 -3.56
H -3.57 -2.65 0.16
H 3.06 0.12 5.73
H 4.05 1.28 -2.04
H -0.26 1.70 -0.32
H -0.31 5.18 0.38
H -1.32 -9.19 -4.35
H -4.96 -3.67 -6.38
C 9.23 -0.11 3.06
H 4.92 9.44 -3.71
C 0.41 4.54 3.04
H -2.53 -2.41 -2.38
C 1.31 -7.68 -5.33
H 4.62 9.67 -1.95
H -0.85 -9.01 -7.23
C 0.22 4.38 -0.10
N 3.47 1.05 5.90
C -2.66 -1.72 -3.22
N 3.18 8.56 -2.93
O -11.88 3.90 2.34
C 9.88 -1.89 4.47
C 0.51 -2.30 0.66
C 2.31 9.80 -3.17
H -1.73 -2.86 2.42
C 3.14 0.65 -2.30
H -12.09 3.18 4.30
C -1.11 -1.31 -6.39
H 11.62 -1.80 3.08
H 2.41 11.11 -1.34
H 4.35 -3.17 8.06
H -0.63 -7.02 -4.34
H -15.56 0.54 -0.01
H -6.35 -3.16 -7.17
H -0.43 3.99 -0.88
H -4.08 -4.94 0.33
O -0.56 -1.60 0.12
H 1.06 2.42 5.44
H 7.36 -2.52 4.74
H 2.72 1.19 -3.17
H 1.45 8.95 -0.07
C 6.92 8.42 -2.30
H -13.49 2.41 -0.06
H 7.05 -4.81 1.16
H 0.84 10.25 -1.67
H 0.00 -9.76 -4.98
H -1.90 -3.37 -4.36
H 0.27 -3.41 0.83
H -2.67 -5.27 1.35
H 4.46 0.42 8.53
H -1.77 3.67 0.85
H 2.73 2.30 0.03
C 7.90 -4.50 0.56
H 5.32 7.27 -1.48
H -1.90 -13.03 -4.10
H -0.75 -2.09 -4.10
C 2.29 9.06 -0.76
C -6.58 -4.14 3.15
H 4.48 -1.80 9.32
H -13.35 2.53 2.34
H 7.61 7.70 -1.76
H -13.85 4.51 -0.74
C 5.33 2.22 1.46
N -0.74 -9.03 -5.10
H -3.84 -4.07 3.34
H 11.30 0.68 2.78
O -1.51 -11.50 -5.27
H -0.68 -6.19 0.00
H -5.99 1.49 0.35
H -0.42 -0.78 7.19
H 1.60 7.47 -2.05
O 1.46 -8.74 -6.20
H -16.86 1.70 -0.28
H -10.37 3.17 3.53
H -1.30 2.22 1.61
H -16.27 3.74 -0.13
H -1.47 -1.51 -7.44
H -6.69 -2.08 -3.40
H 7.41 -1.09 1.18
H 3.19 7.11 -1.31
H -11.78 1.86 1.92
C 1.94 10.20 -1.70
H 3.31 -8.15 -7.14
H 6.60 -2.26 1.97
H 6.79 9.40 -4.18
H -1.35 3.25 3.68
H 7.60 7.76 -4.27
O -4.86 0.26 -2.08
C 5.02 0.06 7.67
C -15.95 3.59 0.90
H 0.63 2.59 7.05
H -15.23 5.61 0.79
C 7.47 8.68 -3.69
C -6.03 -3.57 -6.18
H 1.38 9.54 -3.77
C 0.30 -0.05 7.37
H -4.69 -3.35 -2.33
O -1.99 -5.98 -3.05
H 4.59 3.02 1.26
C 1.18 1.91 6.40
C 2.82 -9.06 -6.74
H 5.53 7.01 -3.19
H 3.37 6.58 -3.68
H 8.78 -4.74 1.10
H 0.42 5.61 2.88
H 5.52 3.22 -1.42
H -14.50 4.68 2.16
H 1.73 2.53 -1.47
H -1.10 -0.58 1.83
H 8.49 -3.42 2.93
C 2.55 7.93 -1.69
H 2.55 -9.80 -7.51
O 5.61 0.47 3.08
C 7.55 -1.49 4.38
H -6.38 -3.62 4.09
H 1.58 2.77 2.55
H -16.83 0.70 1.14
H -4.55 -0.88 -2.89
C 7.52 -2.13 1.42
H 5.86 -2.39 8.44
H -11.16 4.68 4.14
H 8.44 0.62 3.37
C -14.86 4.68 1.10
H 1.23 -0.61 7.65
H -2.11 -3.47 0.00
O 4.53 -1.23 7.33
C -1.48 -1.17 1.06
H 8.00 -5.07 -0.39
H 1.66 -6.69 -5.77
C 0.63 1.92 0.30
O 3.16 5.03 -2.18
H 3.22 9.37 -0.21
C 2.19 0.56 -1.16
N 8.79 -1.48 3.58
H 3.70 7.87 -4.91
C 4.69 8.94 -2.79
H 6.05 -0.03 7.97
C 10.68 0.13 3.48
C 7.70 -3.09 0.16
H -7.53 -3.77 2.73
C -16.23 1.24 0.42
H -16.86 3.90 1.60
H 8.54 -2.68 -0.36
H 10.68 0.73 4.34
H -2.32 -0.76 -2.82
C -4.89 -0.01 -0.87
C 1.88 1.91 -0.58
H -4.48 1.96 -0.46
H 2.90 10.60 -3.72
N 0.28 3.28 0.93
O 3.45 4.83 0.07
C -6.26 -2.92 -3.87
H 1.30 0.05 -1.51
H -4.20 -3.71 -3.94
H 1.28 -2.36 -0.06
H -6.75 -3.80 -3.53
C -1.82 -2.30 -4.34
H -2.38 -11.06 -7.27
H -2.84 -13.13 -5.66
C -3.47 -4.54 1.14
H 0.76 1.19 1.03
O -6.34 -2.62 -5.20
H 9.95 -2.97 4.55
H 11.84 -1.28 4.85
C -4.80 -3.01 -3.38
H 9.64 -2.39 1.89
O -4.88 -1.21 -0.39
C -1.85 -12.87 -5.16
H -6.56 -4.47 -6.03
O -5.53 -3.79 2.26
N -13.60 4.41 0.24
H -0.25 -1.93 -6.19
C -1.04 3.26 1.54
C -12.81 3.13 0.38
H -1.06 -13.50 -5.56
H 1.24 4.68 -0.43
H 2.63 -0.08 -0.34
C -1.02 3.98 2.91
H -4.15 -1.35 -4.55
H -1.78 4.78 2.96
H 1.98 7.52 -4.24
H 2.60 1.15 7.75
C 3.03 7.53 -4.04
H -6.66 -5.19 3.41
C -0.95 -6.60 -0.97
C -11.37 3.73 3.61
H 6.37 2.53 1.42
H 6.64 -1.08 3.87
C 5.31 4.30 -1.49
H -2.28 -0.58 0.61
C -12.48 2.79 1.77
H 5.38 0.43 5.61
H 5.13 1.91 6.56
H 0.73 4.47 4.12
H 9.09 -0.11 2.02
C -5.00 1.16 0.04
H 0.05 0.54 8.29
C 4.85 0.90 6.42
C -4.32 -4.50 2.43
H 6.00 4.76 -0.76
H 0.93 -1.89 1.60
H -12.94 5.13 0.47
H 3.43 -0.41 -2.48
H 3.84 1.67 4.31
*
```

Properties
* E_HOMO: -13.8 eV
* maximum force: 4.1 eV/A
* frontier orbital gap: 8.554 eV
* E_tot: -4358.777438 Eh
* LUMO level: -5.29 eV

=====

Entry from OMol25: 2 unconnected molecules or ions with the total composition C3H7NO2 in a non-equilibrium geometry (ωB97M-V/def2-TZVPD).

```
! wB97M-V def2-TZVPD RIJCOSX def2/J DEFGRID3
* xyz 0 1
H -2.10 1.01 0.78
O -0.14 -1.72 0.11
H -0.98 0.86 -0.59
H 0.20 -0.27 1.49
H 3.02 -0.30 -0.75
C -1.57 0.28 0.14
C 1.83 1.23 -0.92
N 2.08 0.03 -0.89
O 1.52 2.35 -1.00
C -0.67 -0.70 0.93
H 0.47 -1.28 -0.50
H -1.33 -1.21 1.64
H -2.34 -0.26 -0.43
*
```

Properties
* E_HOMO: -10.0 eV
* maximum force: 1.1 eV/A
* frontier orbital gap: 10.512 eV
* E_tot: -323.734868 Eh
* SMILES: N=C=O.CCO
* ΔE to the lowest compared entry with this formula, charge and spin: 121.0 kJ/mol
* LUMO level: 0.49 eV

=====

Entry from OMol25: 5 unconnected molecules or ions with the total composition C30H60BI2NO13P in a non-equilibrium geometry (ωB97M-V/def2-TZVPD).

```
! wB97M-V def2-TZVPD RIJCOSX def2/J DEFGRID3
* xyz -1 1
H -1.58 -0.04 -4.62
H 0.97 -0.76 -2.58
H -2.58 5.73 6.47
C 4.52 6.33 -2.72
H -1.29 -1.75 -4.82
C 1.70 5.46 7.40
C -1.57 5.56 6.83
O 0.84 4.29 -3.58
H 4.41 6.00 -4.83
H -0.98 6.45 6.59
H 2.45 6.26 7.40
H -0.60 1.93 2.50
H 0.90 5.74 8.08
H 0.68 1.81 -1.39
H 3.22 7.15 -4.25
H 0.00 -1.85 -1.41
O -4.25 -7.62 2.50
H 2.50 0.70 -4.07
H -4.51 -5.53 4.41
H -0.40 3.02 1.08
C -1.11 2.52 1.74
H 1.99 4.95 5.33
C -1.21 -5.32 4.52
C 0.81 -3.39 -6.52
C 1.75 1.06 -3.37
O -2.29 -6.69 2.80
H 1.20 -5.83 -3.90
H -2.83 -3.26 -3.62
H -3.75 -4.48 3.19
H -1.83 5.05 1.05
O -1.70 -1.55 2.29
H 5.04 5.39 -2.51
H 3.88 6.53 -1.86
H 0.14 6.60 -2.76
H -2.43 0.81 -0.97
H 0.73 6.14 5.57
C -1.47 -5.53 3.04
H 2.63 -4.29 -7.15
H 1.72 7.34 -2.93
H -1.91 -4.64 2.58
B -0.82 -1.65 1.09
C 3.13 -3.93 2.56
I 2.34 1.23 0.52
H -2.14 -5.14 5.07
H 1.97 -6.06 -5.47
H 0.82 1.18 -3.92
P -2.06 -1.18 -2.55
H -0.53 -5.72 2.53
C -2.04 1.57 0.96
C -0.85 -1.21 -1.13
H -2.16 -3.55 -2.02
O -1.79 3.36 5.97
H -0.13 -3.76 0.71
C 1.17 5.24 5.99
C -2.78 -2.87 -2.60
O 2.82 5.12 -3.98
H -0.55 -4.48 4.67
O 0.83 -2.19 -6.50
O 2.48 -3.96 1.40
C -1.06 4.28 6.19
C -3.63 -6.64 2.83
C 1.20 6.43 -2.64
C 0.20 -2.95 1.37
H 0.12 -3.33 2.38
H -1.28 -0.96 2.91
I 3.56 -0.71 -1.82
H -0.75 -6.21 4.95
C -4.31 -5.40 3.34
C -1.56 1.17 -0.43
O 0.11 -4.03 -5.56
O 2.68 -3.62 3.64
H -2.98 2.11 0.80
H 1.40 6.22 -1.59
C 0.88 0.81 -1.03
C -1.14 -0.91 -4.14
H 1.20 -5.18 -7.73
H -1.60 5.43 7.91
H -0.33 -5.80 -6.57
H 2.11 2.01 -2.98
C 3.73 6.22 -4.00
H 1.63 -3.63 -8.46
O -1.60 -1.87 -0.14
H -1.29 4.08 3.24
H -3.31 4.30 1.14
C 1.04 -6.19 -4.91
H -3.75 -2.86 -2.13
C 1.66 -2.74 1.08
H -2.72 3.11 3.05
H -1.02 -5.58 -4.97
H -5.26 -5.30 2.82
C -0.11 -5.44 -5.56
H 5.26 7.13 -2.79
C 1.57 0.05 -2.22
H 2.15 4.55 7.78
H -2.28 0.71 1.57
H 2.09 -1.94 1.66
H 0.81 -7.26 -4.87
H -0.08 -0.72 -4.00
C 1.61 -4.19 -7.52
H 1.83 -2.62 0.02
H -1.27 2.09 -0.94
O -0.17 -0.34 0.85
O 0.25 4.15 5.93
C 1.58 5.21 -3.45
C -0.43 0.12 -0.47
N -2.51 4.62 1.66
C -1.92 3.58 2.50
H 4.19 -4.24 2.47
*
```

Properties
* E_HOMO: -4.7 eV
* maximum force: 1.9 eV/A
* frontier orbital gap: 6.652 eV
* E_tot: -3173.692848 Eh
* LUMO level: 1.93 eV

=====

Entry from OMol25: 2 unconnected molecules or ions with the total composition C3H11N3 in a non-equilibrium geometry (ωB97M-V/def2-TZVPD).

```
! wB97M-V def2-TZVPD RIJCOSX def2/J DEFGRID3
* xyz 0 1
N -1.58 0.50 -1.20
H -0.47 1.61 0.57
C 1.19 0.92 -0.41
H -1.94 -0.47 -1.30
H 0.34 -1.26 -1.44
N 0.63 1.63 0.64
H 1.79 -1.24 -0.53
N -1.87 1.06 -0.12
C 0.04 -1.37 0.73
H -0.41 -0.55 1.30
H 0.79 1.29 -1.35
H -2.47 0.54 0.54
H -0.76 -2.08 0.49
H 0.96 1.30 1.55
H 2.28 0.88 -0.37
H 0.72 -1.87 1.42
C 0.76 -0.89 -0.51
*
```

Properties
* E_HOMO: -8.2 eV
* maximum force: 3.6 eV/A
* frontier orbital gap: 8.413 eV
* E_tot: -285.035803 Eh
* SMILES: [H]/N=N\[H].CCCN
* ΔE to the lowest compared entry with this formula, charge and spin: 372.9 kJ/mol
* LUMO level: 0.26 eV

=====

Entry from OMol25: a gas-phase ion, C4H9N2O2 (charge -1) in a non-equilibrium geometry (ωB97M-V/def2-TZVPD).

```
! wB97M-V def2-TZVPD RIJCOSX def2/J DEFGRID3
* xyz -1 1
N 1.35 0.50 1.99
C 0.48 0.60 -0.38
H -2.32 -0.05 -1.00
H 0.81 -0.28 2.33
H 1.41 0.41 -0.92
O 0.78 -2.04 -1.87
O -1.19 -1.22 -2.60
H -2.30 -0.86 0.49
H 1.17 2.20 0.78
C 0.63 1.27 1.00
H 2.27 0.19 1.72
H -0.13 -1.29 0.39
H -0.01 1.35 -1.00
H -0.37 1.45 1.39
N -1.83 -0.24 -0.14
C -0.27 -1.38 -1.76
C -0.45 -0.61 -0.42
*
```

Properties
* E_HOMO: -3.8 eV
* maximum force: 1.5 eV/A
* frontier orbital gap: 7.894 eV
* E_tot: -417.868970 Eh
* SMILES: NCC[C@@H](N)C(=O)[O-]
* ΔE to the lowest compared entry with this formula, charge and spin: 35.9 kJ/mol
* LUMO level: 4.08 eV

=====

Entry from OMol25: a molecular structure, C14H12O2RuS (ωB97M-V/def2-TZVPD).

```
! wB97M-V def2-TZVPD RIJCOSX def2/J DEFGRID3
* xyz 2 5
C 0.28 2.28 1.65
H 4.26 -0.27 0.92
C -2.52 -5.09 -0.26
C 0.80 2.21 0.34
H -4.65 -5.02 -0.52
C -1.39 -4.34 -0.01
H 0.36 1.44 3.64
Ru -0.19 0.04 0.83
C 3.29 -0.67 0.65
H 2.19 1.24 -0.99
C -1.47 -2.93 0.16
H -4.81 -2.56 -0.23
S 0.05 -2.24 0.47
C 2.24 0.35 0.98
H 0.40 2.86 -0.43
C -3.00 -0.81 0.20
C 1.80 1.28 0.02
C -2.74 -2.28 0.07
C -3.75 -4.45 -0.33
H 3.31 -0.90 -0.42
O -1.89 -0.01 0.15
C -3.85 -3.05 -0.17
H 3.15 -1.59 1.21
H 2.00 -0.32 3.02
O -4.08 -0.33 0.28
C 0.76 1.41 2.64
H -0.42 -4.82 0.06
H -0.50 2.99 1.89
C 1.68 0.41 2.28
H -2.44 -6.16 -0.38
*
```

Properties
* E_HOMO (alpha / beta): -16.1 / -16.9 eV
* maximum force: 0.3 eV/A
* frontier orbital gap (alpha / beta): 7.522 / 6.648 eV
* E_tot: -1183.561064 Eh
* LUMO level (alpha / beta): -8.58 / -10.27 eV

=====

Entry from OMol25: 2 unconnected molecules or ions with the total composition C4H13NO2 in a non-equilibrium geometry (ωB97M-V/def2-TZVPD).

```
! wB97M-V def2-TZVPD RIJCOSX def2/J DEFGRID3
* xyz 0 1
C -0.57 -1.29 0.00
N -0.75 -1.54 -1.43
H 1.11 -0.74 -3.20
H 1.76 1.02 1.24
H -1.05 -0.74 -1.97
H 1.53 -0.88 -0.18
H 0.14 -1.76 -1.85
C 0.78 0.85 0.78
H -0.66 -2.26 0.50
H -1.48 -0.75 0.28
O 1.37 -0.15 -2.51
H 0.11 2.24 2.23
H 0.79 -1.25 1.46
C -0.27 1.31 1.80
O -1.58 1.65 1.37
H 0.83 1.44 -0.14
H -0.26 0.53 2.56
C 0.75 -0.67 0.55
H -2.03 0.83 1.13
H 2.27 -0.52 -2.45
*
```

Properties
* E_HOMO: -9.0 eV
* maximum force: 1.9 eV/A
* frontier orbital gap: 9.475 eV
* E_tot: -365.388137 Eh
* SMILES: NCCCCO.O
* ΔE to the lowest compared entry with this formula, charge and spin: 142.7 kJ/mol
* LUMO level: 0.52 eV

=====

Entry from OMol25: 2 unconnected molecules or ions with the total composition C11H19N in a non-equilibrium geometry (ωB97M-V/def2-TZVPD).

```
! wB97M-V def2-TZVPD RIJCOSX def2/J DEFGRID3
* xyz 0 1
H -0.11 3.37 -1.64
H 0.64 3.12 -2.99
H -0.33 -2.66 -1.07
C -1.31 0.81 -1.35
C -0.13 1.23 -2.21
H 1.70 -1.28 -0.08
H 0.72 -0.65 3.90
H -1.76 0.61 0.76
N 1.27 -1.39 0.83
H -1.01 -2.30 2.89
H -1.10 3.05 -2.98
H -1.50 2.30 0.39
C -0.17 -1.88 2.39
H -0.15 1.20 0.29
C -1.16 1.31 0.10
C 0.77 -1.00 2.94
H -0.75 -3.93 0.19
H 3.00 0.46 0.89
C 2.82 0.26 1.98
C -0.61 -2.80 -0.01
H 3.77 -0.08 2.43
H -2.43 -0.05 -2.81
H 2.60 1.17 2.61
C 1.69 -0.75 1.97
H -0.29 0.84 -3.21
C -0.25 2.75 -2.53
H 0.91 1.02 -1.92
C -2.31 0.11 -1.74
C 0.15 -2.11 1.10
H -1.66 -2.39 -0.02
H -2.99 -0.34 -1.09
*
```

Properties
* E_HOMO: -7.6 eV
* maximum force: 4.8 eV/A
* frontier orbital gap: 8.450 eV
* E_tot: -485.218783 Eh
* SMILES: Cc1ccc(C)[nH]1.C=C(C)CC
* ΔE to the lowest compared entry with this formula, charge and spin: 239.4 kJ/mol
* LUMO level: 0.80 eV

=====

- Which formula does entry 5 have?
  C4H9N2O2

=====

- Which of these has the highest maximum force?
  C11H19N